DFT (ωB97M-V/def2-TZVPD) results for a molecular structure, C3H4ClNS in a non-equilibrium geometry.

Results
Relative energy (zero: lowest compared OMol25 entry of this formula, charge and spin) in kcal per mole: 52.0
Orbital gap in hartree: 0.2929
Lowest unoccupied orbital energy in eV: -0.593
Highest occupied orbital energy in eV: -8.56

Geometry (Å):
Cl (0.71, 1.52, 0.02)
S (-2.57, -0.14, 0.04)
N (2.69, -0.75, -0.08)
C (0.32, -0.31, -0.23)
C (1.36, -1.13, -0.04)
C (-1.05, -0.77, -0.01)
H (3.31, -1.48, 0.80)
H (3.05, 0.30, 0.17)
H (1.20, -2.18, 0.19)
H (-1.07, -1.78, 0.09)